P.
The following is a quantum chemistry calculation of a cluster of 10 separate species, C28H78F3N12O12S in total, from the Open Molecules 2025 dataset.

Calculated values
Spin multiplicity   1
E_LUMO   2.1149 eV
HOMO level   -6.65 eV
Total charge   -1

Each line ends with the Löwdin charge.
Atoms and positions in Å:
C 0.691 -0.568 -0.197  -0.645
F -0.235 0.009 -0.974  0.118
F 1.527 -1.260 -0.978  0.114
F 1.380 0.388 0.428  0.133
S -0.097 -1.702 1.021  0.507
O -0.549 -0.844 2.093  -0.308
O -1.163 -2.352 0.296  -0.305
O 0.953 -2.622 1.448  -0.353
C 1.352 -3.565 4.823  -0.672
O 1.580 -3.986 5.953  -0.004
N 0.084 -3.452 4.312  0.161
N 2.329 -3.128 3.966  0.165
H -0.102 -3.230 3.346  0.057
H -0.666 -3.795 4.881  0.094
H 3.303 -3.116 4.195  0.104
H 2.016 -2.672 3.122  0.040
C 3.687 -4.796 0.733  -0.684
O 4.696 -5.448 0.502  -0.001
N 3.627 -3.440 0.592  0.160
N 2.505 -5.373 1.114  0.159
H 2.868 -2.913 1.001  0.041
H 4.429 -2.935 0.270  0.096
H 2.392 -6.354 1.269  0.096
H 1.686 -4.787 1.151  0.068
C -4.279 -3.226 -1.025  -0.690
O -5.441 -3.275 -1.419  -0.010
N -3.919 -3.416 0.282  0.159
N -3.224 -3.070 -1.882  0.157
H -4.571 -3.752 0.962  0.100
H -2.926 -3.503 0.417  0.055
H -3.389 -3.002 -2.867  0.097
H -2.268 -2.965 -1.584  0.067
C 2.609 0.666 4.438  -0.054
C 1.297 1.459 4.537  -0.408
C 1.117 2.404 3.359  -0.240
O 2.236 3.203 3.137  -0.145
C 2.005 4.073 2.079  -0.131
N 0.149 0.564 4.441  0.046
H 3.481 1.324 4.487  0.069
H 2.586 0.078 3.520  0.072
H 2.698 -0.011 5.292  0.073
H 1.274 2.036 5.466  0.133
H 0.178 2.955 3.549  0.113
H 0.885 1.832 2.446  0.116
H 2.886 4.657 1.826  0.059
H 1.187 4.785 2.268  0.089
H 1.776 3.581 1.118  0.089
H -0.110 0.310 3.495  0.011
H 0.268 -0.331 4.903  0.069
C 4.332 0.333 -1.316  -0.059
C 4.015 1.758 -1.773  -0.432
C 4.917 2.768 -1.119  -0.225
O 4.508 2.927 0.220  -0.196
C 5.164 3.961 0.907  -0.125
N 4.082 1.889 -3.242  0.057
H 3.539 -0.367 -1.576  0.046
H 4.400 0.357 -0.225  0.082
H 5.294 -0.002 -1.713  0.085
H 2.995 1.892 -1.390  0.121
H 4.922 3.708 -1.692  0.123
H 5.973 2.443 -1.122  0.130
H 4.683 4.909 0.631  0.084
H 6.197 4.069 0.536  0.086
H 5.203 3.783 1.976  0.092
H 3.208 2.286 -3.563  0.035
H 4.162 0.964 -3.644  0.053
C -5.746 -0.063 7.255  -0.063
C -4.991 -1.257 6.679  -0.449
C -3.859 -0.843 5.767  -0.221
O -4.428 -0.243 4.623  -0.183
C -3.483 0.452 3.828  -0.100
N -4.457 -2.087 7.788  0.021
H -6.390 -0.375 8.076  0.068
H -6.327 0.373 6.444  0.076
H -5.052 0.692 7.629  0.080
H -5.734 -1.855 6.134  0.134
H -3.304 -1.749 5.482  0.126
H -3.213 -0.152 6.320  0.130
H -3.968 1.279 3.307  0.080
H -2.931 -0.191 3.139  0.075
H -2.751 0.934 4.489  0.075
H -4.130 -2.973 7.406  0.065
H -5.250 -2.388 8.351  0.060
C -3.934 0.275 -0.691  -0.052
C -4.051 1.690 -0.142  -0.409
C -2.747 2.133 0.492  -0.220
O -2.770 3.504 0.821  -0.196
C -1.512 3.959 1.303  -0.089
N -4.465 2.690 -1.184  0.048
H -3.292 -0.352 -0.070  0.070
H -3.694 0.321 -1.750  0.068
H -4.910 -0.218 -0.620  0.079
H -4.834 1.721 0.629  0.131
H -1.900 1.894 -0.168  0.108
H -2.601 1.534 1.407  0.112
H -1.278 3.469 2.251  0.069
H -1.636 5.035 1.389  0.092
H -0.727 3.727 0.574  0.082
H -5.459 2.584 -1.344  0.067
H -4.305 3.563 -0.685  0.058
C -1.720 2.220 -3.152  -0.060
C -0.584 2.006 -4.140  -0.430
C -0.647 3.039 -5.227  -0.249
O -1.789 2.909 -6.020  -0.173
C -1.632 3.197 -7.391  -0.104
N 0.730 2.076 -3.476  0.051
H -1.563 3.119 -2.550  0.086
H -1.859 1.370 -2.482  0.046
H -2.708 2.325 -3.608  0.079
H -0.685 1.037 -4.642  0.134
H 0.279 3.047 -5.829  0.123
H -0.573 4.050 -4.772  0.134
H -1.383 2.281 -7.951  0.087
H -0.755 3.831 -7.570  0.083
H -2.557 3.624 -7.761  0.083
H 0.931 3.043 -3.240  0.078
H 0.610 1.576 -2.603  0.052
C 1.969 -2.284 -4.108  -0.055
C 2.427 -1.772 -5.462  -0.421
C 1.904 -2.629 -6.595  -0.243
O 2.314 -3.966 -6.475  -0.176
C 2.088 -4.714 -7.630  -0.127
N 1.937 -0.384 -5.679  0.048
H 0.893 -2.210 -3.950  0.085
H 2.515 -1.758 -3.323  0.057
H 2.237 -3.339 -3.989  0.084
H 3.518 -1.779 -5.506  0.134
H 2.322 -2.207 -7.528  0.126
H 0.807 -2.561 -6.684  0.133
H 2.357 -4.168 -8.540  0.084
H 1.039 -5.043 -7.716  0.089
H 2.650 -5.645 -7.541  0.087
H 1.415 -0.076 -4.866  0.030
H 1.255 -0.413 -6.431  0.054

***

Q.
The following is a quantum chemistry calculation of a cluster of 10 separate species, C28H78F3N12O12S in total, from the Open Molecules 2025 dataset.

Calculated values
Spin multiplicity   1
E_LUMO   1.6475 eV
HOMO level   -6.22 eV
Total charge   -1

Each line ends with the Löwdin charge.
Atoms and positions in Å:
C -0.992 -1.180 1.527  -0.525
F -1.411 -2.032 2.598  0.016
F -1.312 -1.855 0.393  0.071
F -1.643 -0.022 1.734  0.096
S 1.007 -0.884 1.494  0.495
O 1.187 -0.346 2.868  -0.394
O 1.615 -2.171 1.306  -0.356
O 1.327 0.093 0.398  -0.402
C -5.879 -6.828 -4.014  -0.797
O -6.402 -7.906 -4.150  0.036
N -6.356 -5.845 -3.242  0.158
N -4.675 -6.661 -4.473  0.158
H -5.653 -5.141 -3.070  0.103
H -7.026 -6.171 -2.560  0.117
H -4.554 -5.669 -4.615  0.105
H -4.525 -7.296 -5.245  0.122
C 9.540 -0.140 2.217  -0.794
O 9.883 0.590 3.144  0.007
N 8.342 -0.686 2.228  0.156
N 10.233 -0.391 1.169  0.166
H 8.050 -1.407 1.584  0.109
H 7.745 -0.421 2.998  0.121
H 11.039 0.157 0.906  0.125
H 9.719 -0.827 0.417  0.111
C 4.079 4.499 -4.092  -0.875
O 4.610 5.171 -4.880  0.090
N 4.429 4.243 -2.887  0.159
N 2.997 3.826 -4.301  0.155
H 5.384 4.393 -2.594  0.126
H 3.839 3.688 -2.283  0.115
H 2.504 3.852 -5.181  0.122
H 2.793 3.171 -3.560  0.108
C 5.116 5.224 5.506  -0.063
C 5.903 5.188 6.818  -0.442
C 5.678 4.005 7.760  -0.226
O 6.309 4.346 8.967  -0.222
C 5.962 3.420 10.069  -0.050
N 7.316 5.332 6.515  0.022
H 4.065 5.359 5.758  0.071
H 5.258 4.344 4.878  0.078
H 5.293 6.059 4.828  0.074
H 5.717 6.128 7.337  0.133
H 6.155 3.106 7.371  0.133
H 4.597 3.972 7.897  0.123
H 6.115 2.389 9.750  0.084
H 4.910 3.669 10.203  0.079
H 6.495 3.699 10.979  0.082
H 7.850 5.062 7.329  0.058
H 7.621 4.632 5.854  0.067
C 6.782 -4.696 -5.085  -0.067
C 7.177 -3.377 -4.358  -0.447
C 6.742 -2.122 -5.085  -0.157
O 7.306 -1.986 -6.453  -0.199
C 6.802 -0.895 -7.230  -0.113
N 6.708 -3.451 -2.996  0.019
H 5.749 -5.026 -4.972  0.072
H 7.372 -5.510 -4.662  0.066
H 6.974 -4.633 -6.156  0.065
H 8.259 -3.425 -4.231  0.133
H 7.029 -1.351 -4.369  0.121
H 5.661 -2.140 -5.225  0.123
H 5.744 -0.721 -7.032  0.076
H 6.901 -0.997 -8.310  0.082
H 7.318 0.015 -6.924  0.080
H 6.893 -4.336 -2.545  0.071
H 5.710 -3.349 -2.874  0.076
C -14.146 2.545 2.216  -0.082
C -14.094 1.397 1.233  -0.432
C -12.951 0.439 1.626  -0.196
O -11.676 0.984 1.282  -0.203
C -10.565 0.302 1.804  -0.114
N -15.455 0.884 1.086  0.038
H -14.283 2.110 3.206  0.077
H -15.034 3.173 2.136  0.076
H -13.171 3.032 2.225  0.083
H -13.737 1.887 0.328  0.133
H -12.959 -0.548 1.162  0.116
H -12.996 0.127 2.669  0.117
H -9.650 0.735 1.399  0.090
H -10.655 -0.762 1.585  0.086
H -10.502 0.470 2.879  0.085
H -15.680 1.202 0.155  0.068
H -16.098 1.346 1.713  0.057
C -2.192 7.586 -1.682  -0.045
C -2.588 6.183 -1.118  -0.453
C -3.677 6.168 -0.090  -0.253
O -3.338 6.818 1.065  -0.163
C -2.418 6.170 1.885  -0.116
N -2.887 5.385 -2.284  0.032
H -1.294 7.412 -2.274  0.069
H -1.903 8.245 -0.863  0.067
H -2.946 8.163 -2.217  0.075
H -1.774 5.762 -0.528  0.117
H -3.889 5.143 0.213  0.125
H -4.572 6.574 -0.560  0.135
H -2.914 5.323 2.359  0.088
H -2.267 6.786 2.771  0.090
H -1.454 5.830 1.508  0.090
H -3.302 4.511 -1.996  0.071
H -2.046 5.302 -2.838  0.072
C -5.539 -2.899 -9.370  -0.068
C -5.738 -1.687 -8.467  -0.423
C -4.440 -0.908 -8.218  -0.235
O -3.607 -1.762 -7.436  -0.184
C -2.368 -1.134 -6.976  -0.078
N -6.678 -0.783 -9.186  0.024
H -6.267 -3.664 -9.100  0.076
H -4.591 -3.407 -9.194  0.067
H -5.467 -2.589 -10.413  0.077
H -6.107 -1.957 -7.478  0.140
H -4.772 0.029 -7.772  0.117
H -4.038 -0.604 -9.184  0.121
H -1.794 -1.829 -6.364  0.080
H -2.594 -0.323 -6.284  0.083
H -1.674 -0.839 -7.763  0.082
H -6.186 -0.230 -9.873  0.061
H -7.068 -0.143 -8.510  0.061
C 3.880 -7.691 6.771  -0.061
C 4.152 -6.317 6.102  -0.447
C 5.232 -5.447 6.811  -0.164
O 4.960 -4.797 8.090  -0.195
C 3.680 -4.177 8.226  -0.113
N 4.575 -6.629 4.737  0.028
H 3.514 -7.553 7.789  0.066
H 4.805 -8.252 6.903  0.073
H 3.099 -8.173 6.183  0.074
H 3.213 -5.789 5.936  0.128
H 5.448 -4.596 6.165  0.116
H 6.130 -6.058 6.898  0.121
H 3.382 -3.786 9.199  0.081
H 2.820 -4.744 7.870  0.076
H 3.728 -3.258 7.643  0.085
H 4.460 -5.716 4.321  0.070
H 5.582 -6.709 4.744  0.062

***

In terms of stability, P leads; the second structure lies 706.9 kJ/mol higher.